Below is C3H8N2S in the gas phase, with properties calculated with ωB97M-V/def2-TZVPD.

CARTESIAN COORDINATES (ANGSTROEM)
C1 0.73 -2.38 1.38
N1 0.31 -0.95 1.42
C2 0.27 -0.37 0.27
C3 0.85 -0.79 -1.10
N2 -0.36 0.87 0.31
S1 -0.83 1.90 -0.95
H1 1.81 -2.67 1.28
H2 0.39 -2.92 2.28
H3 0.18 -2.94 0.61
H4 1.38 0.11 -1.43
H5 1.48 -1.67 -1.06
H6 0.04 -0.96 -1.81
H7 -0.72 1.07 1.24
H8 -1.99 1.36 -1.34

max |F| = 2.25 eV/A
HOMO = -8.800 eV
gap between HOMO and LUMO = 9.6 eV
net charge = 0
E_tot = -626.76704 a.u.